Density functional theory data (wB97M-V/def2-TZVPD) for a 2-piece molecular cluster, C33H28F6NO6PS overall.

```
76
Properties=species:S:1:pos:R:3:lowdin_charge:R:1
C 0.30 4.25 9.65 0.0662
C 0.27 3.01 9.18 -0.0951
C 0.14 1.56 8.47 -0.1481
C 0.35 1.80 6.86 -0.1088
C -0.76 2.61 6.04 -0.1050
C -2.11 3.19 6.75 -0.0923
C -3.04 1.86 7.01 -0.3445
C -2.95 0.58 5.99 -0.0705
N -3.91 1.80 8.04 0.0758
C -0.64 2.90 4.48 0.0455
C 0.63 2.31 3.75 -0.0213
C 1.73 1.47 4.56 -0.0395
C 1.64 1.20 6.12 -0.4035
S 2.99 0.25 6.95 0.7548
C 2.96 0.88 3.66 -0.2461
O 4.18 0.89 4.03 0.0277
C 2.50 0.31 2.20 0.0212
C 1.40 1.15 1.39 -0.0123
C 0.89 0.66 -0.01 0.0616
C 1.41 -0.68 -0.71 -0.0332
C 0.87 -1.17 -2.17 -0.1661
O 0.49 -2.38 -2.24 0.0617
C 0.91 -0.11 -3.39 -0.1710
F 0.41 1.21 -3.02 0.0534
F 2.33 0.11 -3.68 0.0470
C 0.25 -0.63 -4.77 -0.1571
F 1.09 -1.59 -5.45 0.0704
F 0.22 0.54 -5.65 0.0563
C -1.26 -1.19 -4.65 -0.1560
F -1.24 -2.64 -4.63 0.0560
F -1.92 -0.83 -5.91 0.0418
C -2.15 -0.52 -3.48 -0.2623
O -2.67 0.63 -3.50 0.1306
O -2.37 -1.34 -2.29 0.0495
C 2.49 -1.53 0.12 -0.2258
P 3.22 -3.19 -0.48 0.8663
C 4.03 -3.03 -2.19 -0.3268
C 1.90 -4.57 -0.44 -0.3205
C 3.03 -1.02 1.55 -0.1058
C 4.11 -1.91 2.36 -0.1001
C 4.59 -2.92 3.08 0.0841
C 0.85 2.50 2.14 -0.2293
O 0.65 3.60 1.53 0.0345
H 0.31 5.39 9.78 0.0550
H -0.92 1.12 8.61 0.1145
H 0.94 0.84 8.87 0.0744
H -1.90 3.73 7.74 0.1016
H -2.71 3.83 5.99 0.1256
H -3.80 -0.18 6.16 0.0758
H -3.06 0.97 4.89 0.0858
H -1.91 0.06 6.09 0.0843
H -4.42 0.89 8.02 0.0381
H -1.42 3.48 3.87 0.1160
H 2.55 -0.33 8.14 -0.1223
H 0.08 1.32 -0.53 0.1179
H -2.61 -2.26 -2.57 0.1334
H 4.78 -3.92 -2.28 0.0521
H 4.70 -2.08 -2.17 0.0565
H 3.29 -3.06 -3.07 0.0353
H 2.38 -5.45 0.14 0.0404
H 1.50 -4.87 -1.48 0.0399
H 1.03 -4.17 0.23 0.0551
H 5.05 -3.85 3.59 0.0630
C -1.72 -0.01 -9.02 -0.1881
C -3.19 -0.34 -9.08 -0.1856
C -3.57 0.15 -10.46 -0.2071
O -2.40 0.02 -11.28 -0.1394
C -1.27 -0.27 -10.44 -0.2043
H -1.17 -0.61 -8.28 0.0982
H -1.59 1.05 -8.77 0.1214
H -3.33 -1.43 -9.02 0.1173
H -3.78 0.12 -8.29 0.1140
H -3.84 1.22 -10.44 0.1169
H -4.39 -0.41 -10.90 0.1165
H -1.00 -1.32 -10.59 0.1170
H -0.43 0.35 -10.73 0.1174
```

- SMILES string = [H]/N=C(\C)Cc1cc2c(c(S)c1CC#C)C(=O)c1c(cc(C(=O)C(F)(F)C(F)(F)C(F)(F)C(=O)O)c(P(C)C)c1C#C)C2=O.C1CCOC1
- max |F| (eV Å⁻¹) = 7.36
- spin multiplicity = 1
- orbital gap (eV) = 6.08
- HOMO energy (Ha) = -0.2979

---

Density functional theory data (wB97M-V/def2-TZVPD) for C33H28F9O4P3Sm as an isolated structure.

```
78
Properties=species:S:1:pos:R:3:lowdin_charge:R:1
Sm 0.75 1.47 -0.83 1.4286
O 2.12 4.62 -2.96 0.1580
C 1.57 3.67 -2.53 -0.5247
O 0.60 3.47 -1.62 -0.2525
C 1.86 2.29 -3.42 -0.5092
O 1.71 1.08 -2.79 -0.2919
O 2.17 2.31 -4.57 0.1430
C 3.59 -1.42 1.10 -0.2505
P 3.24 0.33 0.63 0.8071
C 4.59 0.68 -0.54 -0.2609
C 3.78 1.31 2.04 -0.4107
C 4.96 0.95 2.73 -0.0921
C 5.46 1.75 3.76 -0.0373
C 4.81 3.01 3.99 -0.0342
C 3.57 3.33 3.40 -0.0890
C 3.00 2.43 2.51 -0.4003
P 1.28 2.66 1.87 0.8421
C 0.47 2.19 3.48 -0.2595
C 1.10 4.49 1.95 -0.2587
H 3.31 -1.45 2.19 0.0704
H 4.65 -1.55 0.95 0.0288
H 3.00 -2.19 0.58 0.0409
H 5.32 -0.15 -0.59 0.0536
H 5.16 1.66 -0.31 0.0973
H 4.18 0.84 -1.55 0.0220
H 5.40 -0.05 2.57 0.1108
H 6.36 1.39 4.30 0.1222
H 5.11 3.67 4.80 0.1115
H 2.90 4.15 3.78 0.1195
H 0.99 1.29 3.81 0.0360
H -0.60 1.91 3.38 0.0347
H 0.53 2.93 4.32 0.0741
H 0.19 4.76 1.40 0.0437
H 1.87 4.85 1.32 0.0386
H 1.08 5.03 2.85 0.0369
F -6.59 -1.20 3.81 0.0764
C -6.15 -2.32 3.04 -0.4526
F -5.92 -3.32 3.96 0.1224
F -7.22 -2.75 2.27 0.1094
C -4.98 -1.97 2.24 -0.0873
C -4.87 -2.14 0.83 0.0305
C -3.68 -1.92 0.20 -0.1008
C -2.55 -1.46 0.86 -0.3682
C -2.63 -1.37 2.27 -0.0774
C -3.80 -1.63 2.93 -0.0076
P -1.01 -1.12 0.02 1.0348
C -1.43 0.07 -1.24 -0.4976
C -1.54 -0.21 -2.66 -0.0459
C -2.07 0.68 -3.53 0.0208
C -2.57 1.92 -3.13 -0.0537
C -2.58 2.22 -1.76 0.0309
C -1.96 1.36 -0.80 -0.1544
C -3.16 2.93 -4.13 -0.4505
F -2.82 2.50 -5.41 0.1032
F -4.47 3.11 -4.06 0.1767
F -2.55 4.21 -3.97 0.0859
C -0.75 -2.60 -0.90 -0.3744
C 0.34 -2.55 -1.78 -0.1205
C 0.65 -3.59 -2.62 0.0435
C -0.15 -4.80 -2.51 -0.0853
C -1.25 -4.79 -1.70 -0.0172
C -1.53 -3.77 -0.86 -0.0574
C 0.35 -5.98 -3.29 -0.4634
F 1.64 -6.39 -2.89 0.0877
F 0.54 -5.69 -4.61 0.1156
F -0.44 -7.11 -3.22 0.1162
H -5.76 -2.52 0.34 0.1292
H -3.61 -2.11 -0.87 0.1222
H -1.72 -0.98 2.81 0.1190
H -3.65 -1.65 4.02 0.1445
H -1.32 -1.19 -3.04 0.1160
H -2.14 0.33 -4.56 0.1483
H -2.94 3.13 -1.36 0.1250
H -1.95 1.71 0.22 0.1055
H 1.00 -1.69 -1.69 0.0892
H 1.45 -3.52 -3.38 0.1446
H -1.96 -5.65 -1.68 0.1516
H -2.40 -3.87 -0.19 0.1168
```

- charge = +1
- max |F| (eV Å⁻¹) = 3.96
- spin multiplicity = 6
- orbital gap (spin up / spin down) (eV) = 7.11 / 7.28
- ΔE to the lowest compared entry with this formula, charge and spin (kJ/mol) = 0.0
- HOMO energy (spin up / spin down) (Ha) = -0.4265 / -0.4270

---

Density functional theory data (wB97M-V/def2-TZVPD) for C33H28FeN3O5P as an isolated structure.

```
71
Properties=species:S:1:pos:R:3:lowdin_charge:R:1
Fe -2.06 0.98 0.10 0.8844
O -5.59 -0.40 0.93 0.0619
C -4.60 -0.50 0.24 -0.7014
O -3.89 0.51 -0.19 -0.1975
C -4.11 -1.89 -0.19 -0.2444
P -2.42 -1.80 -0.89 1.0609
C -1.34 -1.88 0.59 -0.3717
C -1.71 -1.22 1.76 -0.1080
C -0.79 -1.03 2.79 -0.0611
C 0.50 -1.52 2.67 -0.0806
C 0.87 -2.21 1.52 -0.0876
C -0.04 -2.38 0.48 -0.1085
C -2.17 -3.42 -1.70 -0.3785
C -2.11 -3.45 -3.09 -0.1085
C -1.97 -4.66 -3.76 -0.0863
C -1.88 -5.84 -3.05 -0.0867
C -1.93 -5.82 -1.66 -0.0800
C -2.08 -4.62 -1.00 -0.0922
H -4.77 -2.23 -0.99 0.0989
H -4.22 -2.58 0.65 0.0974
H -2.72 -0.88 1.93 0.1055
H -1.09 -0.51 3.69 0.1139
H 1.22 -1.39 3.47 0.1043
H 1.87 -2.61 1.42 0.1053
H 0.27 -2.89 -0.42 0.1102
H -2.18 -2.53 -3.65 0.0898
H -1.93 -4.67 -4.85 0.1022
H -1.77 -6.78 -3.58 0.1027
H -1.87 -6.75 -1.10 0.1038
H -2.12 -4.61 0.09 0.1096
C 3.29 5.24 0.73 -0.0821
O 2.24 5.87 1.43 -0.0710
C 1.06 5.21 1.51 -0.2793
C 0.04 5.88 2.23 -0.0133
C -1.18 5.28 2.34 -0.0258
C -1.47 4.02 1.78 -0.0950
C -2.75 3.38 1.97 -0.3478
C -3.93 4.08 2.59 0.0124
O -2.95 2.21 1.62 -0.0227
C -0.44 3.35 1.05 -0.3081
O -0.59 2.21 0.46 -0.1783
C 0.82 3.98 0.93 0.0510
H 4.14 5.92 0.80 0.0923
H 3.03 5.09 -0.32 0.0961
H 3.55 4.28 1.18 0.0928
H 0.26 6.84 2.66 0.1148
H -1.94 5.80 2.90 0.1004
H -3.71 5.02 3.09 0.0602
H -4.41 3.39 3.28 0.0942
H -4.64 4.27 1.79 0.1015
H 1.57 3.46 0.36 0.1035
N 8.17 -1.97 -0.04 0.1611
C 7.09 -1.70 -0.32 -0.1816
C 5.74 -1.36 -0.66 -0.2320
C 4.92 -0.71 0.27 -0.0127
C 3.62 -0.38 -0.06 -0.0029
C 3.12 -0.69 -1.32 -0.1652
C 3.93 -1.34 -2.25 0.0044
C 5.23 -1.67 -1.92 -0.0134
N 1.79 -0.36 -1.66 0.0019
C 1.11 -0.67 -2.83 -0.0335
C -0.15 -0.19 -2.67 -0.1402
N -0.27 0.42 -1.44 0.0188
C 0.90 0.30 -0.87 -0.1512
H 5.31 -0.47 1.24 0.1252
H 3.01 0.11 0.68 0.1080
H 3.56 -1.59 -3.23 0.1054
H 5.86 -2.17 -2.64 0.1253
H 1.56 -1.20 -3.64 0.1094
H -0.97 -0.24 -3.35 0.1005
H 1.13 0.68 0.11 0.1191
```

- max |F| (eV Å⁻¹) = 0.69
- spin multiplicity = 5
- orbital gap (spin up / spin down) (eV) = 7.68 / 7.73
- ΔE to the lowest compared entry with this formula, charge and spin (kJ/mol) = 80.0
- HOMO energy (spin up / spin down) (Ha) = -0.2958 / -0.2974

---

Density functional theory data (wB97M-V/def2-TZVPD) for C33H29BrGeN5O2S2W as an isolated structure.

```
74
Properties=species:S:1:pos:R:3:lowdin_charge:R:1
W 1.28 0.39 0.10 1.1361
C -4.16 -2.24 -2.89 0.0182
C -3.72 -1.58 -1.63 -0.2966
N -4.48 -1.22 -0.65 0.1688
N -3.60 -0.67 0.25 0.0437
C -2.33 -0.67 -0.15 -0.6399
S -1.10 0.00 0.85 0.7189
N -2.39 -1.26 -1.36 -0.0641
N -1.28 -1.55 -2.15 0.1357
H -5.23 -2.43 -2.82 0.1010
H -3.64 -3.20 -3.03 0.0943
H -3.96 -1.61 -3.75 0.0914
H -3.95 -0.31 1.12 0.1690
H -1.47 -1.30 -3.11 0.0879
H -1.09 -2.54 -2.08 0.1240
O 1.34 -0.67 2.01 -0.1322
C 2.12 0.31 2.24 -0.6263
O 2.99 0.59 1.33 -0.0738
C 1.86 1.26 3.34 -0.1429
C 2.10 1.04 4.67 0.0281
C 1.78 2.05 5.58 0.0054
C 1.24 3.27 5.15 -0.0272
C 0.97 3.48 3.82 -0.0490
C 1.26 2.46 2.89 -0.5191
S 0.80 2.65 1.25 0.9226
H 2.53 0.11 5.01 0.1392
H 1.96 1.89 6.63 0.1279
H 1.02 4.04 5.88 0.1267
H 0.53 4.41 3.48 0.1222
Br 3.82 -5.35 -2.54 0.8893
C 2.98 -3.87 -1.80 -0.6878
C 2.35 -2.93 -2.60 -0.0697
C 1.78 -1.83 -2.01 -0.1733
N 1.80 -1.60 -0.68 -0.0821
C 2.38 -2.54 0.08 -0.0738
C 2.97 -3.68 -0.43 -0.0628
H 2.31 -3.05 -3.68 0.1217
H 1.27 -1.11 -2.62 0.0465
H 2.35 -2.38 1.15 0.1127
H 3.42 -4.39 0.25 0.1231
C 4.92 2.69 -0.78 -0.0228
C 4.72 1.40 -1.20 -0.0440
C 3.44 0.97 -1.55 -0.1590
C 2.33 1.84 -1.49 -0.4104
C 2.59 3.17 -1.08 -0.1478
C 3.86 3.60 -0.75 -0.0340
Ge 0.38 1.33 -2.01 0.8776
C 0.38 0.78 -3.86 -0.3522
C -0.86 0.74 -4.51 -0.1392
C -0.95 0.34 -5.84 -0.0643
C 0.20 -0.02 -6.53 -0.0595
C 1.43 0.03 -5.91 -0.0576
C 1.53 0.42 -4.57 -0.1084
C -0.62 2.98 -2.01 -0.3548
C -1.55 3.31 -1.03 -0.1549
C -2.22 4.53 -1.06 -0.0671
C -1.95 5.44 -2.07 -0.0583
C -1.03 5.12 -3.06 -0.0574
C -0.38 3.90 -3.04 -0.1069
H 5.91 3.02 -0.50 0.1244
H 5.55 0.71 -1.28 0.1232
H 3.35 0.01 -2.03 0.0817
H 1.77 3.89 -1.09 0.0897
H 4.02 4.63 -0.48 0.1234
H -1.76 1.07 -3.99 0.1058
H -1.91 0.34 -6.34 0.1129
H 0.13 -0.32 -7.57 0.1157
H 2.33 -0.23 -6.45 0.1149
H 2.50 0.48 -4.11 0.0958
H -1.78 2.60 -0.23 0.0478
H -2.96 4.76 -0.30 0.1111
H -2.46 6.39 -2.09 0.1144
H -0.82 5.83 -3.85 0.1148
H 0.33 3.66 -3.83 0.1112
```

- charge = +2
- max |F| (eV Å⁻¹) = 1.51
- spin multiplicity = 4
- orbital gap (spin up / spin down) (eV) = 7.85 / 5.15
- ΔE to the lowest compared entry with this formula, charge and spin (kJ/mol) = 142.0
- HOMO energy (spin up / spin down) (Ha) = -0.4959 / -0.4915

---

Density functional theory data (wB97M-V/def2-TZVPD) for C33H29BrI2N8O3S2Ti as an isolated structure.

```
79
Properties=species:S:1:pos:R:3:lowdin_charge:R:1
Ti 0.09 0.22 0.62 0.9439
C -0.17 3.31 -1.12 -0.1110
N 0.90 2.32 -0.85 -0.1879
C 1.89 2.92 0.09 -0.1699
C 2.78 1.89 0.74 -0.1593
N 2.03 0.97 1.66 -0.2162
C 2.88 -0.22 1.94 -0.0829
C 1.79 1.70 2.92 -0.2676
C 2.78 1.77 3.91 -0.0304
C 2.56 2.49 5.07 -0.0827
C 1.36 3.16 5.26 -0.0860
C 0.38 3.09 4.28 -0.1010
C 0.59 2.36 3.11 -0.5539
S -0.67 2.28 1.91 0.8260
C 1.58 1.99 -2.10 -0.3026
C 1.78 2.94 -3.10 -0.0334
C 2.44 2.61 -4.27 -0.0870
C 2.92 1.32 -4.44 -0.0911
C 2.73 0.38 -3.45 -0.1142
C 2.05 0.70 -2.27 -0.5834
S 1.79 -0.53 -1.08 0.8447
H 0.23 4.30 -1.33 0.0867
H -0.81 3.40 -0.24 0.0073
H -0.76 2.97 -1.96 0.0793
H 1.34 3.48 0.84 0.0907
H 2.53 3.63 -0.46 0.1364
H 3.56 2.40 1.31 0.1366
H 3.27 1.27 -0.02 0.0931
H 3.90 0.08 2.17 0.0910
H 2.90 -0.87 1.08 0.0248
H 2.45 -0.77 2.78 0.0780
H 3.72 1.27 3.78 0.1061
H 3.34 2.52 5.83 0.1015
H 1.18 3.72 6.17 0.1032
H -0.57 3.59 4.41 0.1011
H 1.42 3.96 -2.97 0.1060
H 2.58 3.36 -5.04 0.1009
H 3.45 1.05 -5.35 0.1039
H 3.09 -0.64 -3.57 0.1054
I 0.23 -2.22 4.94 0.9710
C -1.44 -1.72 3.80 -0.6162
C -2.72 -2.16 4.18 -0.2102
C -3.82 -1.78 3.46 -0.6565
I -5.70 -2.47 4.09 0.9183
C -3.70 -0.93 2.33 -0.1938
C -4.77 -0.38 1.58 -0.0299
C -4.52 0.52 0.59 -0.0244
C -3.18 0.84 0.28 -0.1395
N -2.17 0.31 0.90 -0.0477
C -2.41 -0.54 1.95 -0.1554
C -1.26 -0.93 2.69 -0.3775
O -0.07 -0.48 2.30 -0.2630
H -2.83 -2.78 5.05 0.0806
H -5.79 -0.67 1.82 0.0645
H -5.32 0.97 0.03 0.1117
H -2.95 1.55 -0.51 0.1078
Br 2.70 -5.42 -3.58 0.7359
C 1.10 -4.80 -2.78 -0.6708
C -0.12 -5.18 -3.31 -0.1266
C -1.29 -4.70 -2.73 -0.0846
C -1.23 -3.83 -1.65 -0.0367
C 0.00 -3.47 -1.12 -0.1347
C 1.18 -3.96 -1.68 -0.0701
C 0.10 -2.47 -0.01 -0.6416
O 0.95 -2.60 0.86 0.0494
O -0.71 -1.44 -0.09 -0.2180
H -0.16 -5.83 -4.17 0.0998
H -2.25 -5.00 -3.14 0.1010
H -2.13 -3.44 -1.20 0.1102
H 2.13 -3.68 -1.26 0.1108
N -3.56 -1.85 -3.53 0.1387
N -2.49 -1.00 -3.29 -0.2825
N -1.55 -0.80 -4.17 0.1449
C -0.81 0.10 -3.54 -0.1791
N -1.30 0.41 -2.33 0.0502
N -2.41 -0.31 -2.20 0.0756
H -3.26 -2.53 -4.20 0.0915
H -3.83 -2.27 -2.65 0.0887
H 0.08 0.53 -3.96 0.1019
```

- max |F| (eV Å⁻¹) = 1.60
- spin multiplicity = 1
- orbital gap (eV) = 6.89
- ΔE to the lowest compared entry with this formula, charge and spin (kJ/mol) = 147.2
- HOMO energy (Ha) = -0.2742

---

Density functional theory data (wB97M-V/def2-TZVPD) for C33H29F5N7O5RuS2Se as an isolated structure.

```
83
Properties=species:S:1:pos:R:3:lowdin_charge:R:1
Ru -0.22 -1.98 -0.69 0.5526
C 1.00 -4.07 -4.61 -0.1491
C 0.26 -3.41 -3.48 -0.7716
S 0.95 -3.46 -1.90 0.6631
C -0.96 -2.84 -3.65 -0.7703
C -1.66 -2.81 -4.98 -0.1496
S -1.83 -2.20 -2.29 0.6437
H 1.96 -4.45 -4.26 0.0488
H 1.19 -3.37 -5.43 0.0692
H 0.43 -4.91 -5.03 0.0658
H -1.69 -3.80 -5.45 0.0639
H -1.14 -2.14 -5.68 0.0702
H -2.68 -2.46 -4.87 0.0460
C -0.60 6.31 0.62 -0.1112
O 0.40 5.51 1.21 -0.0941
C 1.37 5.01 0.37 -0.2798
C 2.11 3.93 0.85 0.0225
C 3.09 3.37 0.06 0.0025
C 3.38 3.88 -1.21 -0.3099
C 2.66 4.98 -1.65 -0.0571
C 1.64 5.54 -0.88 -0.0354
N 4.49 3.46 -2.00 0.0285
N 4.82 2.25 -2.11 0.0373
C 3.99 1.18 -1.74 -0.2839
C 4.64 0.11 -1.12 -0.0480
C 3.97 -0.92 -0.50 -0.0156
C 2.55 -0.97 -0.51 -0.4038
O 1.84 -1.75 0.17 -0.1738
C 1.91 -0.02 -1.42 -0.1261
N 0.59 -0.26 -1.63 -0.0053
C -0.12 0.61 -2.31 -0.1322
C 0.47 1.73 -2.91 -0.0427
C 1.81 1.95 -2.77 -0.0134
C 2.58 1.08 -1.96 -0.1023
H -1.38 6.43 1.37 0.0850
H -1.02 5.84 -0.27 0.0951
H -0.22 7.30 0.35 0.0829
H 1.89 3.52 1.82 0.1022
H 3.63 2.51 0.45 0.1244
H 2.91 5.41 -2.62 0.1044
H 1.09 6.39 -1.27 0.0936
H 5.72 0.17 -1.07 0.1036
H 4.50 -1.69 0.04 0.1041
H -1.17 0.38 -2.43 0.0710
H -0.15 2.40 -3.50 0.0977
H 2.28 2.78 -3.27 0.1021
C -3.25 0.92 1.48 -0.0260
N -1.87 1.13 1.89 -0.0498
C -1.55 2.02 2.87 -0.0850
C -0.29 2.14 3.31 -0.0132
C 0.74 1.29 2.72 -0.5455
O 1.91 1.35 3.16 -0.0629
N 0.39 0.44 1.72 0.2254
C -0.86 0.34 1.31 -0.4740
O -1.28 -0.43 0.41 -0.1701
H -3.85 1.77 1.82 0.0800
H -3.65 0.00 1.91 0.0934
H -3.31 0.83 0.40 0.0862
H -2.38 2.60 3.26 0.1143
H -0.03 2.85 4.08 0.0992
F -7.26 -4.09 1.38 0.0814
C -5.93 -3.96 1.24 -0.1611
C -5.39 -2.89 0.57 -0.1541
F -6.21 -1.96 0.05 0.0873
C -4.01 -2.75 0.43 -0.2603
F -3.62 -1.65 -0.22 0.0000
C -3.10 -3.67 0.95 -0.4766
Se -1.18 -3.66 0.93 0.7354
C -3.70 -4.74 1.63 -0.2798
F -2.94 -5.69 2.19 0.0434
C -5.06 -4.89 1.78 -0.1598
F -5.56 -5.95 2.45 0.0837
C -0.40 -1.81 4.31 -0.1035
N 0.98 -1.37 4.25 0.0082
C 1.82 -2.02 3.37 -0.6395
N 2.99 -1.33 3.08 0.1502
O 1.55 -3.11 2.90 0.0091
H -1.00 -1.01 4.74 0.0713
H -0.50 -2.70 4.94 0.0727
H -0.78 -2.07 3.32 0.0240
H 1.14 -0.38 4.31 0.0817
H 2.82 -0.33 2.98 0.0453
H 3.35 -1.71 2.22 0.0642
```

- charge = -2
- max |F| (eV Å⁻¹) = 0.46
- spin multiplicity = 2
- orbital gap (spin up / spin down) (eV) = 5.20 / 5.43
- ΔE to the lowest compared entry with this formula, charge and spin (kJ/mol) = 65.6
- HOMO energy (spin up / spin down) (Ha) = -0.0496 / -0.0579

---

Among the records above, which one has the highest max |F|?
C33H28F6NO6PS

---

The lowest max |F| belongs to which entry?
C33H29F5N7O5RuS2Se

---

Which value of spin multiplicity does entry 1 give?
1

---

Look up the spin multiplicity of the third one.
5